[1]
{
  "formula": "C12H42N2O8",
  "method": "ωB97M-V with the def2-TZVPD basis set",
  "symbols": ["O", "O", "O", "O", "O", "O", "O", "O", "N", "N", "C", "C", "C", "C", "C", "C", "C", "C", "C", "C", "C", "C", "H", "H", "H", "H", "H", "H", "H", "H", "H", "H", "H", "H", "H", "H", "H", "H", "H", "H", "H", "H", "H", "H", "H", "H", "H", "H", "H", "H", "H", "H", "H", "H", "H", "H", "H", "H", "H", "H", "H", "H", "H", "H"],
  "coordinates": [[-16.470726, 9.666820, -15.491529], [-12.346154, 7.983521, -15.853384], [-16.523656, 9.686874, -20.629127], [-15.361179, 11.850416, -11.793130], [-20.535011, 12.097151, -13.891678], [-15.543890, 6.437559, -16.033584], [-16.449371, 10.734092, -18.197642], [-18.946893, 9.720862, -14.170155], [-19.006404, 9.502557, -18.995467], [-14.964586, 11.352228, -9.078335], [-19.824897, 7.789070, -20.442928], [-14.015669, 12.166410, -9.843439], [-17.763853, 9.063545, -21.069256], [-14.033182, 11.795509, -11.320072], [-12.223530, 8.476449, -14.525428], [-20.010837, 12.228348, -16.228829], [-12.593297, 11.927487, -9.285196], [-15.747514, 10.000160, -21.744926], [-20.135659, 13.000033, -14.941461], [-18.569926, 8.417223, -19.916650], [-13.533232, 8.221295, -13.766635], [-15.465555, 11.466028, -13.160783], [-15.070842, 10.451659, -13.214802], [-19.584678, 7.093895, -21.252265], [-12.233199, 11.026840, -9.796190], [-13.354404, 12.395541, -11.940461], [-20.793647, 13.873333, -14.916592], [-16.110003, 11.623949, -18.332755], [-15.462430, 7.298261, -16.467358], [-15.724776, 11.232578, -9.754798], [-20.517198, 8.545288, -20.812836], [-16.515642, 11.337878, -13.421048], [-15.825830, 11.032224, -22.114855], [-14.403003, 8.579273, -14.309946], [-19.027484, 11.744776, -16.262855], [-17.441729, 8.280737, -21.757194], [-17.288018, 9.701357, -14.957612], [-14.682385, 6.026775, -16.147396], [-15.765822, 9.302756, -22.582536], [-13.670789, 7.135296, -13.679496], [-14.698609, 10.384647, -8.917829], [-17.881381, 7.787468, -19.341592], [-19.137210, 13.355512, -14.653259], [-12.019568, 9.548805, -14.537262], [-14.674335, 10.072276, -21.512165], [-16.623073, 10.294062, -16.214448], [-20.000891, 12.826856, -17.137576], [-20.351303, 7.276041, -19.636865], [-16.324454, 10.272113, -19.072047], [-19.541020, 9.023740, -18.269329], [-18.184078, 9.803699, -18.476062], [-13.666673, 10.763815, -11.434196], [-12.605617, 11.726541, -8.218678], [-20.690138, 11.377344, -16.284384], [-11.923106, 12.726695, -9.600253], [-11.339463, 8.070523, -14.023282], [-18.402548, 9.800150, -21.557752], [-15.050445, 12.226446, -13.822752], [-12.405003, 7.026666, -15.785452], [-13.423357, 8.478012, -12.709939], [-14.207255, 13.227328, -9.671093], [-19.096324, 9.295713, -13.319079], [-19.485104, 10.535232, -14.144757], [-20.360759, 12.527704, -13.049479]],
  "atomic_forces_ev_per_a": [[-0.2, 0.2, 0.1], [0.4, 0.2, -0.1], [-0.9, -0.7, -0.6], [-0.2, 0.6, -0.2], [-0.1, -0.2, -0.2], [0.0, 0.0, -0.2], [0.4, -0.1, -0.4], [-0.2, 0.1, 0.1], [0.2, -0.6, 0.4], [-1.2, 0.2, -0.9], [0.1, -0.7, -0.3], [1.5, -0.6, 0.9], [0.0, -0.5, 0.8], [-0.1, -0.2, -0.2], [-0.7, 0.3, 0.5], [0.8, -0.7, -0.2], [-0.4, -0.5, -1.3], [2.3, 1.3, -0.5], [0.7, 0.3, 0.9], [0.8, 2.1, 0.4], [1.1, -1.4, 0.3], [-0.6, -0.5, 0.9], [0.5, 0.2, -0.7], [-0.3, -0.1, 0.1], [0.2, -0.1, 0.3], [-0.1, 0.4, 0.1], [-0.2, -0.2, -0.5], [0.0, 0.0, 0.0], [-0.1, 0.0, 0.3], [-0.3, 0.1, 0.6], [0.2, 0.2, -0.1], [-0.1, 0.3, 0.2], [-1.2, -0.1, -0.1], [0.0, 0.5, 0.3], [0.0, 0.0, 0.2], [-0.3, -0.1, -0.2], [0.2, -0.2, -0.2], [0.0, 0.0, 0.0], [-0.6, -0.2, 0.1], [0.0, -0.1, -0.3], [0.8, 0.2, 0.0], [-0.2, -0.7, -0.5], [-0.1, 0.3, -0.2], [-0.2, 0.0, -0.6], [-0.2, -0.7, 0.7], [0.2, -0.3, -0.1], [-0.5, 0.2, 0.1], [0.1, -0.2, -0.1], [-0.1, 0.6, 0.7], [-0.2, 0.2, -0.1], [-0.2, 0.4, -0.1], [0.0, -0.1, 0.2], [0.1, 0.4, 0.1], [-0.5, 0.4, -0.1], [0.1, 0.1, 0.4], [-0.2, -0.4, 0.1], [0.1, 0.1, -0.2], [0.4, -0.3, -0.1], [0.0, 0.0, 0.0], [-0.4, 0.7, -0.1], [-0.6, -0.1, -0.2], [0.0, 0.0, -0.1], [0.0, -0.1, 0.1], [0.0, 0.0, 0.0]],
  "lowdin_charge": [-0.08, -0.08, -0.22, -0.21, -0.11, -0.06, -0.08, -0.06, 0.04, 0.03, -0.07, -0.43, -0.15, -0.23, -0.31, -0.08, -0.07, -0.13, -0.29, -0.43, -0.09, -0.08, 0.06, 0.08, 0.07, 0.13, 0.11, 0.05, 0.03, 0.06, 0.08, 0.07, 0.09, 0.05, 0.06, 0.12, -0.01, 0.02, 0.09, 0.07, 0.07, 0.14, 0.11, 0.11, 0.09, 0.00, 0.08, 0.08, 0.03, 0.07, 0.03, 0.11, 0.07, 0.08, 0.07, 0.11, 0.13, 0.10, 0.07, 0.06, 0.13, 0.06, 0.01, 0.10],
  "lumo_energy_ha": 0.0186,
  "spin_multiplicity": 1,
  "smiles": "COC[C@H](C)N.COC[C@H](C)N.CCO.CCO.O.O.O.O",
  "gap_ev": 9.709,
  "total_charge": 0,
  "molar_mass_g_mol": 342.474,
  "total_energy_ev": -32483.4569,
  "e_homo_ev": -9.2,
  "de_lowest_ev": 1.1799
}

[2]
{
  "formula": "C12H42NO9",
  "method": "ωB97M-V with the def2-TZVPD basis set",
  "symbols": ["O", "O", "O", "O", "O", "O", "O", "O", "O", "N", "C", "C", "C", "C", "C", "C", "C", "C", "C", "C", "C", "C", "H", "H", "H", "H", "H", "H", "H", "H", "H", "H", "H", "H", "H", "H", "H", "H", "H", "H", "H", "H", "H", "H", "H", "H", "H", "H", "H", "H", "H", "H", "H", "H", "H", "H", "H", "H", "H", "H", "H", "H", "H", "H"],
  "coordinates": [[-17.794680, 25.866230, 4.458920], [-25.297680, 18.222140, 1.631700], [-12.642550, 15.844070, -4.230850], [-24.575710, 13.692170, -4.073290], [-18.973290, 14.926530, -5.567760], [-28.437080, 22.767870, 1.503780], [-25.327230, 13.672160, 1.314390], [-28.672210, 15.874870, -5.385420], [-21.627300, 18.547380, -1.589590], [-13.132670, 18.345970, -6.914820], [-13.513870, 17.252770, -6.136750], [-12.329360, 16.822790, -5.191200], [-21.092100, 19.819320, -1.810250], [-27.231940, 17.717160, -5.549430], [-11.560050, 15.615950, -3.315070], [-15.967190, 24.411110, 3.706070], [-17.362230, 25.041530, 3.395340], [-29.868470, 23.737300, -0.194790], [-28.648790, 17.230650, -5.810470], [-29.665850, 22.513880, 0.782050], [-13.966110, 16.168720, -7.064290], [-22.024990, 21.024090, -1.610900], [-30.422510, 22.522060, 1.566590], [-26.037240, 13.343100, 1.865620], [-29.852060, 24.693420, 0.328350], [-18.192650, 24.365400, 3.191950], [-13.638250, 18.368870, -7.788870], [-19.387760, 15.776180, -5.717890], [-11.489580, 16.632270, -5.859460], [-28.997590, 23.833700, -0.843150], [-24.538760, 14.645880, -4.146040], [-12.181420, 17.729670, -4.604840], [-25.345600, 13.442160, -4.584170], [-11.699570, 14.670100, -2.791630], [-29.518190, 15.494590, -5.633010], [-21.353900, 21.864980, -1.435860], [-26.504000, 17.410140, -6.300390], [-27.252930, 18.801890, -5.654390], [-24.610930, 18.447840, 1.004270], [-12.201450, 18.121290, -7.234900], [-11.464340, 16.312350, -2.482020], [-17.155100, 26.555890, 4.651020], [-17.277320, 25.639650, 2.488070], [-22.657010, 20.859060, -0.738310], [-15.279020, 25.247700, 3.827140], [-25.516400, 14.604730, 1.210670], [-28.734670, 17.273430, -6.896240], [-13.227790, 15.835570, -7.793670], [-14.890510, 16.509190, -7.530840], [-14.265060, 17.590730, -5.422900], [-14.115510, 15.234930, -6.522260], [-22.877390, 21.241480, -2.254520], [-20.352990, 20.049130, -1.042780], [-15.953270, 23.718540, 4.547650], [-20.541980, 19.826810, -2.751210], [-26.796320, 17.448190, -4.587150], [-15.665030, 23.882230, 2.802140], [-25.799720, 19.030030, 1.738930], [-29.690920, 21.552560, 0.268910], [-30.753210, 23.580000, -0.811710], [-28.491090, 23.619490, 1.943580], [-29.423400, 17.882880, -5.407120], [-18.079870, 15.034340, -5.893950], [-10.617130, 15.714620, -3.852910]],
  "atomic_forces_ev_per_a": [[-0.6, 0.1, 0.5], [-0.3, -0.2, 0.2], [0.3, -0.8, 0.0], [0.1, -0.3, 0.0], [0.0, -0.3, -0.1], [0.2, -1.2, -0.6], [0.1, -0.3, 0.0], [-0.6, 0.0, 0.2], [0.0, 1.4, -0.3], [1.7, 2.2, -0.9], [0.0, -2.1, 2.0], [-1.3, 1.8, -0.1], [-1.3, -2.4, 0.9], [0.1, 1.0, -0.1], [-0.2, 0.3, -0.2], [-1.3, 0.2, -1.1], [0.9, 0.1, 0.3], [0.4, -1.3, 0.3], [1.6, -0.5, -0.7], [0.3, 2.8, 0.5], [-0.6, -1.6, 0.8], [-0.6, -0.1, 0.3], [-0.6, -0.2, -0.3], [-0.1, -0.1, 0.1], [-0.6, -0.1, 0.3], [0.3, -0.4, 0.3], [-0.5, 0.1, 0.1], [-0.2, 0.2, 0.1], [0.5, -0.6, 0.3], [0.0, -0.4, -0.2], [0.1, 0.3, 0.1], [0.8, 0.4, -0.3], [-0.2, 0.0, -0.1], [0.0, -0.3, -0.7], [-0.1, -0.1, 0.0], [-0.4, 0.6, -0.1], [-0.3, -0.4, -0.1], [0.2, 0.2, 0.3], [0.4, 0.0, -0.3], [0.6, 0.4, -0.2], [-0.6, 0.8, -0.1], [0.2, -0.1, -0.2], [0.2, 0.1, -0.2], [0.7, -0.2, 0.9], [0.2, -0.1, 0.3], [0.1, 0.4, -0.1], [-0.5, 0.0, -0.3], [0.2, 0.7, -0.3], [0.0, -0.4, -0.3], [-0.6, -0.4, -0.2], [-0.7, 0.0, 0.2], [0.5, 0.1, -1.3], [0.9, 0.1, 0.5], [-0.1, 0.3, 0.0], [0.1, 0.6, -0.8], [-0.4, 0.1, 0.1], [0.2, -0.2, 0.1], [-0.1, 0.2, 0.0], [0.6, 0.1, 0.1], [-0.1, 0.4, 0.1], [-0.2, 0.0, -0.1], [0.0, -0.2, 0.5], [0.2, 0.0, 0.0], [0.2, -0.6, 0.0]],
  "lowdin_charge": [-0.09, -0.06, -0.17, -0.05, -0.05, -0.11, -0.05, -0.08, -0.44, 0.02, -0.48, -0.21, -0.59, -0.09, -0.10, -0.08, -0.31, -0.09, -0.33, -0.27, -0.07, -0.17, 0.09, 0.02, 0.06, 0.11, 0.07, 0.03, 0.12, 0.07, 0.03, 0.12, 0.02, 0.09, 0.07, 0.04, 0.07, 0.07, 0.03, 0.07, 0.08, 0.07, 0.10, 0.04, 0.06, 0.03, 0.10, 0.08, 0.08, 0.14, 0.08, 0.03, 0.05, 0.07, 0.06, 0.08, 0.07, 0.02, 0.11, 0.06, 0.07, 0.10, 0.02, 0.08],
  "lumo_energy_ha": 0.0847,
  "spin_multiplicity": 1,
  "gap_ev": 4.284,
  "total_charge": -1,
  "molar_mass_g_mol": 344.466,
  "total_energy_ev": -33038.5603,
  "e_homo_ev": -2.0,
  "de_lowest_ev": 2.2929
}

[3]
{
  "formula": "C12H42O15",
  "method": "ωB97M-V with the def2-TZVPD basis set",
  "symbols": ["O", "O", "O", "O", "O", "O", "O", "O", "O", "O", "O", "O", "O", "O", "O", "C", "C", "C", "C", "C", "C", "C", "C", "C", "C", "C", "C", "H", "H", "H", "H", "H", "H", "H", "H", "H", "H", "H", "H", "H", "H", "H", "H", "H", "H", "H", "H", "H", "H", "H", "H", "H", "H", "H", "H", "H", "H", "H", "H", "H", "H", "H", "H", "H", "H", "H", "H", "H", "H"],
  "coordinates": [[2.212175, -4.262512, 20.244247], [2.733820, -3.177874, 23.633268], [5.303575, -4.629493, 19.578720], [5.152674, -0.362271, 20.746294], [2.052817, -2.475794, 17.584948], [2.460671, 2.356075, 16.533126], [5.115985, -6.124333, 16.348743], [-1.044919, -2.520951, 21.834255], [6.890842, -2.693812, 19.126528], [4.969700, 0.204590, 16.226235], [1.606952, -0.197802, 21.243293], [5.486353, -3.089542, 14.830329], [2.101793, -5.805787, 15.865379], [4.028384, -2.259928, 19.262253], [2.912860, 0.596674, 18.597690], [5.262875, -5.624451, 18.591702], [-0.184945, -1.403206, 22.006975], [1.567941, 0.841905, 18.140192], [0.631715, -1.125157, 20.768822], [1.470612, 2.189874, 17.429963], [5.261824, -5.044807, 17.191172], [5.662413, -1.930372, 15.702296], [2.028080, -3.347179, 16.424754], [2.203220, -4.388995, 21.629501], [4.539905, -0.952914, 15.645975], [1.792294, -4.829535, 16.825386], [3.141167, -3.421099, 22.313876], [4.794206, 0.483780, 20.531591], [0.538967, -1.698077, 22.774717], [4.102967, -3.938616, 22.396740], [5.801142, -0.080519, 21.343553], [2.824529, -2.603536, 18.118602], [6.236859, -3.583151, 14.763061], [3.582863, -3.132090, 24.135864], [1.626728, 3.026857, 18.111500], [-0.763459, -0.517994, 22.345665], [4.386123, -6.208109, 18.631122], [7.012244, -2.399476, 20.017994], [7.670998, -2.676714, 18.534884], [2.190145, -5.457373, 22.027374], [3.519465, 0.256780, 17.918201], [-0.564416, -3.230516, 21.499310], [5.514621, -5.974622, 15.533929], [5.957010, -3.935881, 19.428110], [5.910785, -2.121116, 16.704661], [2.356890, -5.031891, 17.660279], [1.399321, -3.052851, 15.568668], [3.020399, -5.919209, 15.831972], [0.681116, -4.975222, 16.978378], [4.291524, -0.744725, 14.644455], [2.976555, -3.660607, 20.074377], [3.066229, -3.234037, 16.135800], [6.199510, -4.605678, 16.996442], [4.161129, -1.521920, 19.819953], [1.077640, -0.106419, 17.680070], [0.562494, 2.377661, 16.881345], [0.940346, -2.163899, 20.680518], [6.530672, -1.421544, 15.322549], [3.199794, -2.453525, 21.809317], [2.081213, 0.223614, 20.486567], [3.683015, -1.210472, 16.155834], [6.155845, -6.337624, 18.721118], [2.371643, 3.146288, 16.037477], [4.508043, -4.367508, 17.064151], [0.123769, -0.992533, 19.842752], [4.939318, -2.532100, 19.188773], [1.183113, -4.148571, 21.870689], [0.836951, 1.028690, 18.917463], [5.545849, 0.712823, 15.659347]],
  "atomic_forces_ev_per_a": [[1.7, 0.3, -0.7], [0.9, 0.0, 1.7], [-1.1, -0.7, 0.9], [-0.5, -0.6, -0.7], [-3.0, 0.2, -1.7], [3.2, -1.5, -2.1], [-1.5, -2.0, 0.7], [-2.0, 2.3, 0.7], [0.2, 0.0, -1.6], [0.6, 2.0, 1.9], [0.5, 0.4, -1.7], [-3.9, 2.7, 1.1], [-1.9, 0.3, -0.9], [0.0, -0.9, -0.7], [-0.9, 0.2, 0.8], [2.6, 0.1, -0.1], [-0.7, 0.3, 0.5], [-0.8, -0.9, -1.1], [0.3, -1.4, 2.1], [-0.6, 0.5, 0.6], [1.7, -1.7, 1.5], [0.8, -1.0, -2.2], [1.8, -0.5, 1.0], [-1.8, -0.8, 0.8], [1.0, -0.3, -1.3], [-2.8, 0.9, -1.7], [0.5, -0.9, 0.2], [-1.1, 0.9, -0.8], [0.1, 0.6, 0.1], [0.3, 0.4, -0.7], [1.7, 0.0, 1.7], [0.9, -0.3, 0.4], [3.4, -1.8, -0.1], [-1.4, 0.1, -0.3], [-0.6, -0.3, 1.1], [0.1, -0.7, -0.1], [-1.2, -0.6, 0.8], [1.0, 0.6, 0.5], [-0.4, 0.2, 1.2], [1.1, 1.0, -0.7], [-0.7, 0.3, -0.2], [1.4, -1.9, -0.9], [0.9, 0.4, -2.2], [0.3, -0.9, -0.6], [0.0, -1.0, 1.6], [0.9, -0.3, 2.5], [-0.1, 0.4, 0.8], [2.2, -0.4, -0.1], [1.2, 0.3, 0.5], [-0.6, -0.2, -1.6], [-0.6, -0.7, -0.6], [0.3, -0.6, -1.2], [1.3, 1.1, -0.1], [-0.5, 1.7, 1.1], [1.3, 1.6, -0.1], [-1.2, -0.5, 0.4], [1.6, -0.1, -0.8], [0.5, 0.6, -0.3], [0.1, -0.2, -0.5], [-0.4, -0.7, 0.6], [-1.9, -1.1, 1.1], [-1.1, 0.8, -0.4], [-0.2, 1.0, -0.5], [-2.0, 2.0, -0.2], [-0.6, 1.2, -0.6], [0.2, -0.5, -0.5], [-0.7, 0.6, 0.9], [0.6, -0.3, 1.3], [0.1, 0.1, -0.2]],
  "lowdin_charge": [-0.08, -0.07, -0.08, 0.01, -0.10, -0.04, -0.01, -0.04, -0.01, -0.03, -0.06, -0.03, -0.04, -0.03, -0.07, -0.20, -0.24, -0.21, -0.24, -0.29, -0.27, -0.18, -0.18, -0.26, -0.26, -0.23, -0.26, 0.05, 0.11, 0.12, 0.04, -0.01, 0.02, 0.11, 0.12, 0.13, 0.11, 0.07, 0.11, 0.15, 0.07, 0.02, 0.06, -0.01, 0.08, 0.07, 0.13, 0.02, 0.15, 0.13, 0.04, 0.07, 0.10, -0.01, 0.15, 0.12, 0.09, 0.12, 0.11, 0.06, 0.08, 0.15, 0.08, 0.07, 0.11, 0.01, 0.08, 0.10, 0.10],
  "lumo_energy_ha": -0.0189,
  "spin_multiplicity": 1,
  "smiles": "OCCO.OCCO.OCCO.OCCO.OCCO.OCCO.O.O.O",
  "gap_ev": 8.555,
  "total_charge": 0,
  "molar_mass_g_mol": 426.453,
  "total_energy_ev": -43831.2964,
  "e_homo_ev": -9.1,
  "de_lowest_ev": 4.2734
}